# 1
Density functional theory data (wB97M-V/def2-TZVPD) for a structure of composition C22H28OP2Re at a distorted geometry.

Computed properties:
ΔE to the lowest compared entry with this formula, charge and spin, kcal per mole: 76.0
Molar mass, g mol⁻¹: 556.62
LUMO level (spin up / spin down), Ha: -0.2705 / -0.3293
Gap between HOMO and LUMO (spin up / spin down), hartree: 0.269 / 0.211
Total charge: +2
Multiplicity: 4

XYZ file:
```
54
Properties=species:S:1:pos:R:3:forces:R:3:lowdin_charge:R:1
Re 1.0372 0.1091 0.5860 -0.758 0.609 2.036 0.655
H -2.6585 -1.0122 3.8902 1.032 0.266 -0.542 0.145
H -2.3650 -3.4720 1.3807 -0.590 -0.540 -0.574 0.163
P 1.1411 -0.3656 -1.5998 1.064 -1.634 -3.815 0.681
C 1.5994 0.9987 -2.7131 0.237 0.365 0.031 -0.203
H 1.1216 0.8457 -3.6766 -0.020 -0.025 -0.038 0.055
H 1.2644 1.9524 -2.3155 0.046 0.089 0.007 0.039
H 2.6810 1.0407 -2.8620 -0.085 -0.018 0.117 0.072
C 2.6212 -1.4487 -1.2583 -0.530 -0.429 0.893 -0.232
H 2.3707 -2.4826 -1.5650 0.167 0.647 0.360 0.057
H 3.4663 -1.1068 -1.8433 0.322 0.202 0.281 0.068
H 2.8511 -1.4692 -0.1574 0.383 -0.016 -0.701 0.027
C 0.3306 -1.5475 -2.7293 -0.864 -0.418 0.208 -0.216
H -0.5887 -1.9035 -2.2534 -0.049 0.002 -0.408 0.053
H 0.1291 -1.0756 -3.6891 -0.287 -0.007 0.130 0.056
H 0.9734 -2.4200 -2.9086 -0.221 0.428 0.068 0.056
C 0.8390 2.0241 0.4901 0.502 4.575 -0.002 -0.342
O 0.8494 3.2039 0.5029 -0.306 -4.621 -0.201 0.143
H 1.6628 -0.4143 2.0652 0.241 -0.211 -0.147 -0.012
H 2.5755 0.6028 0.7078 0.682 0.444 0.432 0.013
C 0.7146 -2.7749 3.5869 -0.889 -0.660 -1.662 -0.024
C -0.2092 -2.9170 2.5300 1.343 -0.542 0.508 -0.107
C -1.3499 -2.1506 2.5612 0.660 0.499 1.002 -0.237
C -1.6148 -1.3026 3.6361 -1.091 -0.182 0.747 -0.193
C -0.6125 -1.0730 4.6045 0.771 -0.027 0.114 -0.039
C 0.5499 -1.8235 4.5752 -0.656 1.148 0.537 -0.019
P -0.8529 0.0706 1.8900 -1.803 1.541 1.404 1.027
C -2.5925 0.4470 1.3857 -0.682 -0.601 -0.373 -0.359
C -2.8952 1.6740 0.7627 0.674 -0.059 0.108 -0.080
C -4.2147 2.0001 0.4522 -0.512 -0.571 0.244 -0.038
C -5.2560 1.0648 0.6366 1.444 -0.581 0.247 -0.018
C -4.9398 -0.2070 1.1541 0.033 1.075 -0.027 -0.030
C -3.6518 -0.4542 1.6219 -0.052 0.812 -0.918 -0.121
C -0.6937 1.3322 3.2164 -1.277 0.520 0.265 -0.408
C -1.8658 1.6779 3.9494 -0.014 -1.001 -0.975 -0.100
C -1.8656 2.7386 4.8179 -1.731 0.394 0.104 -0.056
C -0.7313 3.4938 4.9982 1.134 0.552 0.977 -0.039
C 0.4761 3.0112 4.4977 -0.046 -0.052 0.252 -0.038
C 0.4769 1.9845 3.5495 1.042 -0.243 -0.042 -0.118
H 1.5707 -3.4050 3.6038 0.635 -0.409 -0.057 0.120
H -0.0526 -3.6331 1.7164 0.077 0.207 0.366 0.123
H -2.3858 -2.7004 1.4930 -0.007 -0.270 -0.091 0.080
H -0.7009 -0.1993 5.2569 -0.208 -0.714 0.171 0.137
H 1.3244 -1.6239 5.3102 -0.090 -0.221 -0.082 0.137
H -2.0713 2.3827 0.5684 -0.647 -0.240 0.084 0.110
H -4.4692 2.9835 0.0792 0.184 -0.014 -0.089 0.118
H -6.2747 1.3041 0.4008 -0.224 0.145 -0.217 0.114
H -5.6920 -0.9850 1.2367 -0.006 0.224 0.188 0.122
H -3.5308 -1.3402 2.1865 0.157 -0.698 0.078 0.052
H -2.7685 1.0549 3.8012 0.487 0.815 0.173 0.115
H -2.8006 3.0158 5.3450 0.698 -0.234 -0.438 0.138
H -0.7418 4.4006 5.6425 0.019 -0.921 -0.445 0.140
H 1.3982 3.3458 4.9683 -0.006 0.348 -0.713 0.125
H 1.4241 1.6549 3.0904 -0.384 0.255 0.426 0.088
```
Positions in Å, forces in eV/Å.

# 2
Density functional theory data (wB97M-V/def2-TZVPD) for a structure of composition C22H29AlN6O3Te at a distorted geometry.

Computed properties:
ΔE to the lowest compared entry with this formula, charge and spin, kcal per mole: 4.3
Molar mass, g mol⁻¹: 580.10
LUMO level, Ha: -0.1982
Gap between HOMO and LUMO, hartree: 0.272
Total charge: +2

XYZ file:
```
62
Properties=species:S:1:pos:R:3:forces:R:3:lowdin_charge:R:1
Al 1.5182 0.9436 0.3698 0.186 1.620 0.271 0.045
N 1.6485 2.4257 -1.0982 0.485 -0.041 -0.144 0.065
C 0.4099 3.1752 -1.3488 -0.501 0.336 0.069 -0.166
C -0.3042 3.3025 -0.0152 0.044 0.370 -0.406 -0.174
N -0.3508 1.9484 0.5381 -0.091 -0.356 0.237 0.068
H 2.3494 3.0788 -0.7478 0.027 -0.075 -0.087 0.121
H 2.0078 2.0678 -1.9817 0.016 -0.050 0.132 0.139
H -0.2187 2.6065 -2.0383 0.108 0.045 -0.041 0.135
H 0.6120 4.1613 -1.7747 -0.060 -0.177 -0.061 0.140
H -1.2958 3.7453 -0.1507 0.134 -0.079 0.094 0.141
H 0.2783 3.9325 0.6590 -0.068 0.056 0.050 0.134
H -1.0057 1.3943 -0.0199 -0.086 -0.051 0.072 0.088
H -0.7518 1.9747 1.4716 0.017 -0.093 0.005 0.121
C 5.9096 -1.5863 -1.9081 0.230 -0.759 -0.531 0.035
N 5.3026 -0.5953 -1.0400 -0.666 0.033 0.089 -0.014
C 6.0450 0.3236 -0.3573 -0.071 0.617 0.416 0.025
C 5.4920 1.2934 0.4134 0.185 -0.036 -0.045 0.078
C 4.0669 1.3509 0.4900 0.821 -0.498 -0.514 -0.425
O 3.3233 2.1709 1.0491 -0.299 0.515 0.451 0.025
N 3.3883 0.3785 -0.1745 -0.281 0.147 0.504 0.187
C 3.9605 -0.5579 -0.8984 -0.107 0.204 0.075 -0.334
O 3.2167 -1.4256 -1.5017 0.158 -0.161 -0.102 0.195
H 6.9758 -1.3976 -1.9831 -0.013 0.081 0.052 0.107
H 5.4692 -1.5376 -2.9050 0.027 0.044 0.122 0.116
H 5.7553 -2.5888 -1.5086 -0.012 0.074 0.002 0.118
H 7.1142 0.2457 -0.4775 0.063 -0.078 -0.051 0.151
H 6.1084 2.0062 0.9307 0.092 0.093 0.056 0.133
Te -1.9943 -1.1149 -2.1390 -0.596 -0.172 0.563 1.404
C -3.3318 0.1844 -1.0680 0.444 -0.210 -0.372 -0.532
C -3.3693 0.1948 0.3177 0.201 -0.154 0.145 -0.178
C -4.3266 0.9374 0.9870 -0.020 0.055 0.127 -0.079
C -5.2427 1.6928 0.2748 -0.026 0.077 -0.068 -0.065
C -5.1644 1.7404 -1.1083 -0.078 0.082 0.055 -0.064
C -4.2162 0.9837 -1.7759 0.065 0.006 -0.315 -0.143
C -2.8422 -2.9267 -1.3735 0.246 0.458 -0.341 -0.518
C -2.7713 -3.2684 -0.0355 0.142 0.157 0.266 -0.149
C -3.3653 -4.4360 0.4111 -0.003 -0.017 0.054 -0.073
C -4.0091 -5.2743 -0.4835 0.011 -0.032 -0.024 -0.063
C -4.0607 -4.9402 -1.8254 -0.054 -0.116 -0.007 -0.065
C -3.4828 -3.7646 -2.2692 0.007 0.104 -0.307 -0.148
H -2.6706 -0.4087 0.8818 0.020 -0.082 0.076 0.075
H -4.3610 0.9189 2.0661 -0.052 -0.040 0.107 0.108
H -6.0189 2.2349 0.7921 -0.022 0.114 0.058 0.113
H -5.8503 2.3557 -1.6725 -0.074 -0.012 -0.021 0.115
H -4.1757 1.0024 -2.8559 -0.075 -0.020 -0.070 0.095
H -2.2600 -2.6296 0.6725 0.039 0.002 0.012 0.078
H -3.3181 -4.6933 1.4582 0.006 -0.035 0.095 0.109
H -4.4597 -6.1896 -0.1363 -0.077 -0.111 0.048 0.113
H -4.5533 -5.5881 -2.5344 -0.053 -0.067 -0.027 0.115
H -3.5333 -3.5019 -3.3158 -0.048 0.001 -0.075 0.092
O 0.9584 -0.4280 -0.4224 -0.165 -1.666 -0.766 -0.147
H 2.2625 -1.2211 -1.2379 -0.047 0.012 0.116 0.122
H 0.1448 -0.8552 -0.7355 -0.195 0.340 0.121 -0.081
N 1.2773 1.1261 4.4853 0.154 0.120 0.116 0.116
C 0.3328 0.1813 4.2169 -0.392 -0.419 -0.311 -0.029
C 0.4028 -0.0497 2.8782 -0.296 -0.217 0.439 -0.085
N 1.3767 0.7483 2.3394 0.412 0.005 -0.179 0.031
C 1.8889 1.4444 3.3456 0.307 0.248 -0.362 -0.096
H 1.4843 1.5103 5.3969 0.036 -0.002 -0.109 0.184
H -0.2973 -0.2423 4.9708 -0.084 -0.089 0.171 0.134
H -0.1533 -0.7256 2.2615 -0.174 -0.211 -0.029 0.117
H 2.6735 2.1673 3.2405 0.102 0.109 0.099 0.142
```
Positions in Å, forces in eV/Å.

# 3
Density functional theory data (wB97M-V/def2-TZVPD) for a structure of composition C22H29AsMnN4O4S.

Computed properties:
Molar mass, g mol⁻¹: 575.43
LUMO level (spin up / spin down), Ha: -0.1499 / -0.1388
Gap between HOMO and LUMO (spin up / spin down), hartree: 0.230 / 0.241
Total charge: +1
Multiplicity: 5

XYZ file:
```
62
Properties=species:S:1:pos:R:3:forces:R:3:lowdin_charge:R:1
Mn 0.4330 -0.0607 0.2497 -0.175 0.066 0.793 0.579
C -1.4143 -1.0068 4.0391 -0.021 0.025 -0.015 0.000
C -1.0526 -0.6582 2.6366 0.161 -0.042 0.077 -0.237
N 0.1571 -0.6608 2.1847 -0.133 -0.048 -0.232 -0.067
N 1.1769 -1.0064 3.0079 0.036 -0.089 0.232 0.021
C 2.3492 -0.8350 2.4599 -0.029 0.005 -0.190 -0.784
N 3.4348 -1.1651 3.1725 0.015 0.020 0.038 0.107
S 2.6396 -0.2229 0.8406 -0.039 0.036 -0.081 0.734
C -2.0814 -0.2770 1.6564 -0.056 -0.009 -0.082 -0.213
C -3.4308 -0.2143 1.9579 -0.049 0.002 0.039 0.018
C -4.3288 0.1427 0.9623 0.013 0.007 -0.027 -0.013
C -3.8601 0.4292 -0.3092 -0.011 -0.013 0.045 -0.016
C -2.4985 0.3493 -0.5408 0.062 0.038 -0.050 -0.077
N -1.6395 0.0023 0.4136 0.237 -0.023 -0.018 0.020
H -0.5293 -1.3100 4.5863 -0.002 -0.005 0.008 0.073
H -2.1462 -1.8168 4.0548 0.001 0.003 -0.007 0.097
H -1.8608 -0.1429 4.5363 -0.008 -0.002 -0.007 0.104
H 3.3204 -1.4220 4.1388 0.004 -0.002 -0.002 0.116
H 4.3521 -0.9420 2.8311 0.000 -0.007 0.003 0.097
H -3.7769 -0.4388 2.9562 0.016 0.002 0.000 0.122
H -5.3863 0.1987 1.1825 0.000 0.000 -0.002 0.124
H -4.5272 0.7164 -1.1084 -0.001 0.000 -0.001 0.120
H -2.0666 0.5780 -1.5075 -0.005 0.003 0.000 0.130
O 0.2371 2.1962 0.8601 -0.008 -0.060 -0.061 0.008
C 0.4552 2.3390 -0.3504 -0.043 -0.038 -0.034 -0.563
O 0.6092 1.2563 -1.0904 0.038 0.077 -0.276 -0.176
C 0.5317 3.6494 -1.0069 0.014 0.050 0.016 -0.143
C 0.7418 3.7444 -2.3759 0.019 -0.050 -0.005 -0.008
C 0.8186 4.9845 -3.0082 0.009 0.056 -0.060 0.031
C 0.6812 6.0941 -2.2104 -0.011 -0.053 0.072 -0.206
O 0.7242 7.3952 -2.5794 0.004 0.027 -0.037 0.053
C 0.5296 8.1660 -1.3882 -0.002 0.044 0.004 -0.105
O 0.3793 7.2507 -0.3039 -0.015 0.021 0.042 0.045
C 0.4721 6.0002 -0.8376 0.016 -0.021 -0.068 -0.196
C 0.3902 4.7957 -0.2019 -0.010 0.016 0.007 0.088
H 0.8543 2.8369 -2.9522 -0.002 0.013 0.000 0.117
H 0.9842 5.0769 -4.0719 0.000 -0.006 0.003 0.126
H -0.3750 8.7663 -1.4912 -0.014 -0.025 -0.003 0.141
H 1.4030 8.7962 -1.2191 0.017 -0.027 0.000 0.141
H 0.2306 4.7075 0.8627 0.005 0.005 0.004 0.136
C 1.4517 -5.2346 -0.1903 -0.031 0.045 -0.020 -0.147
C 1.3670 -3.8174 0.3600 0.003 0.025 0.021 -0.420
As 0.4020 -2.5503 -0.7703 -0.018 -0.082 -0.240 1.198
C 1.2998 -2.7071 -2.4986 -0.003 0.020 0.014 -0.414
C 2.7146 -2.1376 -2.4766 -0.043 0.014 0.000 -0.168
C -1.2887 -3.4713 -1.1173 -0.009 0.039 0.077 -0.412
C -2.0497 -3.7633 0.1727 0.001 0.004 -0.045 -0.156
H 1.9866 -5.8820 0.5049 0.004 0.000 0.001 0.079
H 1.9851 -5.2620 -1.1408 0.000 -0.017 0.000 0.067
H 0.4624 -5.6666 -0.3467 0.006 -0.018 0.000 0.063
H 2.3593 -3.3863 0.5041 -0.001 0.007 0.020 0.051
H 0.8738 -3.7944 1.3342 0.020 -0.002 0.009 0.061
H 0.6736 -2.1662 -3.2108 0.010 -0.001 -0.008 0.071
H 1.2980 -3.7548 -2.8019 -0.028 -0.016 0.041 0.067
H 2.7110 -1.0734 -2.2339 0.007 -0.012 -0.002 0.051
H 3.1852 -2.2552 -3.4526 0.011 0.006 0.003 0.077
H 3.3420 -2.6451 -1.7423 0.004 0.002 0.000 0.065
H -1.0919 -4.3887 -1.6729 0.061 0.006 -0.007 0.070
H -1.8671 -2.8173 -1.7728 -0.010 -0.008 -0.004 0.064
H -1.4847 -4.4293 0.8264 -0.004 -0.001 0.009 0.065
H -3.0053 -4.2437 -0.0383 0.000 0.001 0.000 0.079
H -2.2559 -2.8456 0.7278 -0.009 -0.002 0.013 0.044
```
Positions in Å, forces in eV/Å.

Which of these has the highest molar mass?
C22H29AlN6O3Te